(1)
Density functional theory data (the ωB97M-V functional and the def2-TZVPD basis) for 4 unconnected molecules or ions with the total composition C4H14O3.

Output
Net charge: 0
HOMO in eV: -9.5
Relative energy (zero: lowest compared OMol25 entry of this formula, charge and spin) in kJ/mol: 113.3
Kohn-Sham gap in eV: 9.84

Structure (XYZ):
```
21
Properties=species:S:1:pos:R:3:forces:R:3
C -2.985432 0.249642 -1.493614 0.42 0.07 0.27
C -2.288292 0.796629 -0.282118 0.11 -0.35 -0.11
C -0.979677 0.806270 -0.040884 -0.41 0.21 0.85
C -0.425657 1.517971 1.178759 0.11 -1.18 -0.73
H -3.416876 1.051994 -2.095742 -0.04 0.01 0.07
H -2.280744 -0.291148 -2.121672 -0.04 -0.13 -0.10
H -3.791397 -0.404203 -1.178889 -0.18 -0.20 -0.14
H -2.937346 1.153456 0.515308 0.01 0.44 -0.21
H -0.274025 0.245020 -0.640618 0.01 0.25 -0.54
H -1.256714 1.801525 1.816318 0.22 0.20 0.26
H 0.162186 2.361662 0.861548 0.04 0.68 -0.03
H 0.294344 0.869543 1.681021 -0.19 -0.02 0.39
O 2.713660 -0.574151 -0.019612 0.44 0.09 -0.03
H 2.442604 0.214305 -0.497490 -0.25 -0.08 -0.03
H 1.925128 -1.076087 0.191597 -0.13 0.08 0.00
O -0.051615 -3.804146 -1.039102 0.01 0.14 0.06
H 0.055085 -3.075290 -0.417895 -0.06 -0.13 -0.05
H -0.998051 -3.841105 -1.208199 0.00 -0.02 -0.01
O 4.777433 0.466047 1.936338 -0.04 0.23 -0.36
H 4.306874 0.159230 1.147058 -0.11 -0.26 0.25
H 5.008515 1.372840 1.707896 0.10 -0.03 0.19
```
Forces are in eV/Å.

Here are the Mulliken charges for atoms 1 to 4, given in e: atom 1 (C): -1.14, atom 2 (C): -0.18, atom 3 (C): 0.11, atom 4 (C): -1.08

(2)
Density functional theory data (the ωB97M-V functional and the def2-TZVPD basis) for a molecular structure, C18H33MnN4SSb.

Output
Net charge: +1
HOMO (alpha / beta) in eV: -10.1 / -10.1
Relative energy (zero: lowest compared OMol25 entry of this formula, charge and spin) in kJ/mol: 32.8
Kohn-Sham gap (alpha / beta) in eV: 7.57 / 7.60

Structure (XYZ):
```
58
Properties=species:S:1:pos:R:3:forces:R:3
Mn -0.409349 -0.204466 0.005687 3.64 -1.15 -0.77
C 2.443100 0.688491 -1.235940 0.01 0.01 -0.06
C 1.655887 0.124179 -2.396183 0.07 -0.07 0.04
N 0.215125 0.298311 -2.186153 -0.74 0.09 0.36
C -0.259443 1.672853 -2.422118 0.00 0.00 -0.01
C -0.371940 2.492531 -1.153768 0.11 -0.07 -0.21
C -0.575865 3.861334 -1.179227 0.11 0.10 -0.02
C -0.658669 4.548618 0.022815 0.01 -0.12 0.00
C -0.519620 3.845854 1.210418 0.11 0.08 0.00
C -0.339676 2.474385 1.154014 0.07 0.00 0.17
C -0.263351 1.626864 2.403340 0.03 -0.02 0.04
N 0.214664 0.253617 2.150416 -0.79 0.11 -0.21
C 1.656725 0.088673 2.368054 0.07 -0.07 -0.06
C 2.442274 0.673687 1.216517 0.03 -0.01 0.06
N 2.002251 0.032885 -0.014203 -0.56 -0.12 0.06
N -0.286392 1.819086 -0.006393 -0.67 0.27 0.19
H 3.514109 0.560515 -1.425271 0.01 0.05 0.02
H 2.254593 1.760854 -1.139182 0.03 0.00 0.03
H 1.983501 0.596778 -3.328157 -0.02 -0.04 -0.04
H 1.846156 -0.948228 -2.468852 0.00 0.00 -0.06
H -0.265630 -0.325236 -2.822035 -0.08 0.03 0.05
H 0.400090 2.200746 -3.120591 -0.06 0.01 -0.05
H -1.247210 1.627146 -2.887011 -0.01 -0.04 0.00
H -0.654768 4.379499 -2.126051 0.00 0.00 0.01
H -0.821813 5.617866 0.034229 0.01 0.00 -0.01
H -0.555070 4.350743 2.166952 -0.02 0.00 -0.01
H 0.367795 2.135004 3.141259 -0.05 0.01 0.04
H -1.270171 1.570062 2.825304 -0.01 -0.03 0.00
H -0.265043 -0.370950 2.787158 -0.06 0.01 -0.05
H 1.970682 0.554764 3.307524 0.00 -0.04 0.03
H 1.858759 -0.982118 2.431159 -0.02 -0.01 0.05
H 2.251586 1.746693 1.135255 0.02 0.00 -0.03
H 3.513670 0.546382 1.404326 0.01 0.05 -0.02
H 2.312639 -0.933720 -0.018570 -0.05 0.00 -0.01
C -3.640591 -0.557889 -2.971659 -0.08 -0.07 0.05
C -3.998598 -1.201751 -1.633928 0.16 0.06 0.07
Sb -2.996996 -0.229434 -0.002436 -0.04 -0.37 0.08
C -3.792851 -1.309230 1.678717 -0.09 0.06 -0.16
C -5.276301 -1.655734 1.585214 0.11 0.02 0.05
C -4.286364 1.492408 0.058141 0.14 -0.02 0.08
C -4.089328 2.358858 1.299911 -0.05 -0.03 -0.06
H -4.130324 -1.079172 -3.795373 0.02 0.03 -0.03
H -2.563288 -0.598738 -3.153617 -0.01 0.01 -0.02
H -3.956785 0.486810 -3.014259 0.03 0.01 0.00
H -3.708230 -2.253101 -1.622208 -0.03 -0.01 0.02
H -5.070289 -1.139972 -1.443509 0.00 -0.04 -0.01
H -3.590487 -0.696084 2.560491 0.03 -0.02 0.01
H -3.181693 -2.209341 1.763078 0.02 0.01 0.02
H -5.895656 -0.760598 1.504985 -0.01 -0.02 -0.02
H -5.596571 -2.197170 2.476828 -0.04 0.00 -0.02
H -5.481691 -2.290744 0.723066 -0.03 0.01 0.00
H -5.306394 1.108195 0.009488 0.00 0.01 -0.03
H -4.110603 2.070467 -0.851129 -0.03 0.00 -0.01
H -4.217295 1.778638 2.216695 0.01 0.01 0.01
H -4.818184 3.170689 1.327825 0.02 0.01 0.02
H -3.096015 2.811900 1.317022 -0.01 -0.02 0.02
S -0.655013 -3.558396 0.095139 0.59 -0.29 -0.18
C -0.284949 -2.054616 -0.034905 -1.97 1.62 0.56
```
Forces are in eV/Å.

Here are the Mulliken charges for atoms 1 to 4, given in e: atom 1 (Mn): 0.27, atom 2 (C): -0.70, atom 3 (C): -1.10, atom 4 (N): -0.17

M values, unit g/mol, following the record order: 110.15 514.25.